ORCA calculation (ωB97M-V/def2-TZVPD) on a molecular structure, C47H46N7P2S3Se2V.

Positions of all 108 atoms, in Å:
V1 0.578 -0.077 -2.278
C1 4.129 -1.390 3.030
C2 4.884 -0.475 2.079
S1 3.867 0.197 0.729
C3 4.574 -0.563 -0.741
C4 4.185 -2.010 -1.007
S2 2.400 -2.279 -1.215
C5 1.920 -3.289 0.219
C6 2.040 -2.683 1.610
S3 3.676 -2.999 2.346
H1 3.232 -0.909 3.422
H2 4.769 -1.611 3.886
H3 5.739 -0.990 1.639
H4 5.274 0.382 2.631
H5 5.662 -0.474 -0.714
H6 4.238 0.075 -1.563
H7 4.504 -2.649 -0.184
H8 4.683 -2.364 -1.913
H9 2.503 -4.208 0.138
H10 0.886 -3.551 0.004
H11 1.284 -3.146 2.247
H12 1.860 -1.610 1.601
C7 -3.671 0.386 -2.931
C8 -3.961 -0.664 -3.786
C9 -2.931 -1.459 -4.265
C10 -1.633 -1.188 -3.869
N1 -1.363 -0.177 -3.024
C11 -2.355 0.592 -2.565
C12 -0.448 -1.920 -4.362
C13 -0.506 -2.846 -5.391
C14 0.672 -3.400 -5.863
C15 1.877 -2.995 -5.313
C16 1.855 -2.074 -4.287
N2 0.721 -1.554 -3.807
H13 -4.442 1.034 -2.540
H14 -4.981 -0.865 -4.085
H15 -3.149 -2.281 -4.930
H16 -2.073 1.387 -1.887
H17 -1.452 -3.124 -5.830
H18 0.648 -4.127 -6.664
H19 2.821 -3.387 -5.665
H20 2.775 -1.736 -3.830
Se1 0.658 0.027 4.316
P1 -0.977 -0.917 3.401
C17 -2.563 -0.069 3.678
C18 -2.563 1.168 4.312
C19 -3.749 1.871 4.471
C20 -4.941 1.338 4.004
C21 -4.948 0.093 3.384
C22 -3.765 -0.610 3.222
C23 -1.185 -2.664 3.830
C24 -0.489 -3.115 4.949
C25 -0.626 -4.427 5.378
C26 -1.460 -5.296 4.693
C27 -2.157 -4.853 3.575
C28 -2.024 -3.545 3.141
C29 -0.788 -0.855 1.587
C30 -0.360 0.190 0.769
N3 -0.280 -0.346 -0.468
N4 -0.643 -1.609 -0.437
N5 -0.946 -1.940 0.792
P2 -0.142 1.965 0.695
Se2 1.043 2.208 -1.150
C31 0.599 2.798 2.078
C32 -0.216 3.443 3.005
C33 0.360 4.052 4.107
C34 1.737 4.027 4.272
C35 2.550 3.416 3.324
C36 1.986 2.805 2.220
C37 -1.788 2.650 0.442
C38 -1.893 3.945 -0.069
C39 -3.142 4.506 -0.268
C40 -4.288 3.781 0.044
C41 -4.184 2.497 0.557
C42 -2.934 1.926 0.759
H21 -1.630 1.557 4.702
H22 -3.745 2.827 4.979
H23 -5.868 1.879 4.141
H24 -5.880 -0.340 3.045
H25 -3.791 -1.587 2.756
H26 0.167 -2.435 5.477
H27 -0.080 -4.766 6.247
H28 -1.569 -6.319 5.026
H29 -2.805 -5.531 3.036
H30 -2.547 -3.233 2.253
H31 -1.291 3.463 2.875
H32 -0.266 4.548 4.837
H33 2.183 4.504 5.135
H34 3.625 3.425 3.444
H35 2.614 2.343 1.470
H36 -1.002 4.511 -0.314
H37 -3.225 5.511 -0.660
H38 -5.263 4.226 -0.108
H39 -5.072 1.937 0.818
H40 -2.865 0.928 1.173
N6 2.866 3.571 -6.879
C43 2.359 2.796 -5.909
C44 3.184 2.190 -4.941
C45 2.616 1.416 -3.967
N7 1.293 1.177 -3.873
C46 0.503 1.756 -4.796
C47 0.976 2.550 -5.805
H41 3.851 3.763 -6.931
H42 2.270 4.022 -7.551
H43 4.255 2.341 -4.948
H44 3.243 0.969 -3.205
H45 -0.559 1.572 -4.706
H46 0.282 2.987 -6.509

Properties
LUMO energy (spin up / spin down) (eV): -5.99 / -5.90
HOMO level (spin up / spin down) (Ha): -0.44035 / -0.44036
Energy relative to the best compared isomer or geometry (same formula, charge and spin) (kJ/mol): 57.38
Spin multiplicity: 3
Charge: +2
F_max (eV Å⁻¹): 0.6
Gap between HOMO and LUMO (spin up / spin down) (eV): 5.99 / 6.08

Here are the Löwdin charges for atoms 1 to 2, given in e: 0.717, -0.543